Entry 1:
Formula: C36H62LiN2O25
Source: the OMol25 dataset
Level of theory: the ωB97M-V functional and the def2-TZVPD basis

Geometry (Å):
C (2.05392, 5.43507, -0.10344)
C (1.37701, 5.35823, -1.38981)
N (-0.02926, 4.75225, -1.44246)
C (0.07063, 3.37647, -0.96471)
C (-0.94412, 5.50280, -0.63181)
C (-1.10789, 7.05930, -0.90198)
C (-0.61359, 4.78978, -2.77632)
C (0.17742, 3.87822, -3.90432)
O (-0.34708, 4.24826, -5.15158)
C (0.08141, 3.44153, -6.24488)
H (1.39549, 5.71201, 0.77505)
H (3.06268, 5.53249, -0.26583)
H (2.18893, 4.40741, 0.17755)
H (2.26283, 4.73649, -1.80801)
H (1.47082, 6.35255, -1.86432)
H (0.36027, 3.32182, 0.15050)
H (0.90936, 2.81614, -1.36326)
H (-0.65200, 2.58879, -0.98440)
H (-0.38729, 5.43899, 0.37461)
H (-1.90462, 5.21566, -0.57560)
H (-1.68898, 7.58498, -0.11539)
H (-1.76170, 7.19261, -1.90152)
H (-0.38043, 7.80085, -1.03114)
H (-0.48298, 5.77593, -2.86460)
H (-1.62205, 4.36830, -2.79403)
H (-0.13612, 2.82281, -3.93660)
H (1.25332, 3.81597, -3.58619)
H (0.11800, 2.35717, -6.18444)
H (1.10019, 3.34053, -6.24338)
H (-0.21866, 3.71903, -7.30360)
Li (2.58884, -0.63721, 1.38988)
N (0.53968, -0.23566, -0.06884)
O (-0.59559, -0.69429, -0.18402)
O (0.86181, 0.65945, 0.79790)
O (1.53575, -0.99846, -0.27101)
C (-1.91463, -2.54042, 3.03035)
C (-1.19989, -3.84625, 3.40855)
C (0.29289, -3.94249, 2.95850)
O (1.00024, -4.00890, 4.10572)
C (0.18265, -4.03495, 5.10810)
O (0.52251, -4.14003, 6.27161)
O (-0.99158, -4.04906, 4.77734)
H (-1.50917, -1.74533, 3.56303)
H (-2.88983, -2.77843, 3.29765)
H (-1.68013, -2.10875, 2.00838)
H (-1.59911, -4.71711, 2.72090)
H (0.43087, -3.11973, 2.32938)
H (0.73146, -4.83403, 2.44997)
C (0.31450, -0.34511, -3.89827)
C (0.00992, -1.75640, -3.45437)
C (-1.49539, -2.20418, -3.20062)
O (-1.60753, -3.34484, -4.09520)
C (-0.44467, -3.47926, -4.86652)
O (-0.44159, -4.17230, -5.85236)
O (0.36702, -2.59410, -4.53482)
H (1.45702, -0.24066, -4.21672)
H (0.01793, 0.54642, -3.24453)
H (-0.24657, -0.01373, -4.75576)
H (0.79758, -2.08381, -2.62498)
H (-2.06819, -1.43490, -3.83736)
H (-1.71977, -2.28915, -2.18385)
C (6.33897, -0.66046, -1.96553)
C (5.03606, -1.42141, -1.60587)
C (3.89124, -1.03477, -2.57224)
O (3.42376, -2.19600, -3.11081)
C (4.19704, -3.15345, -2.72551)
O (4.05916, -4.40019, -3.10166)
O (5.09021, -2.80162, -1.69502)
H (7.46104, -0.83093, -1.25687)
H (6.15233, 0.42010, -2.03627)
H (6.74565, -0.99776, -2.83741)
H (4.76753, -1.08895, -0.35328)
H (4.26385, -0.45597, -3.38806)
H (3.12943, -0.38432, -2.14323)
C (-5.13054, -2.93924, -1.00530)
C (-4.10679, -1.98010, -0.46070)
C (-4.05624, -0.53429, -1.13470)
O (-4.44002, 0.33334, -0.06472)
C (-4.78930, -0.38961, 1.00308)
O (-5.12010, 0.15721, 2.08162)
O (-4.64567, -1.57405, 0.88271)
H (-5.37437, -3.79402, -0.55297)
H (-4.83172, -3.33250, -2.03289)
H (-6.05632, -2.38059, -1.32171)
H (-2.99821, -2.47605, -0.15250)
H (-4.75161, -0.31499, -1.87335)
H (-3.07974, -0.51808, -1.45456)
C (-1.82825, 1.48540, 2.89488)
C (-2.57691, 2.50084, 2.10619)
C (-3.87001, 3.04561, 2.71383)
O (-3.66502, 4.40429, 3.04908)
C (-2.48574, 4.69208, 2.50501)
O (-1.97239, 5.88539, 2.50726)
O (-1.81207, 3.68728, 2.01189)
H (-0.74015, 1.57240, 2.48624)
H (-2.19989, 0.37973, 2.92216)
H (-1.82746, 1.75803, 3.97528)
H (-2.85390, 1.96772, 1.07648)
H (-4.24147, 2.67773, 3.55215)
H (-4.52157, 2.76953, 1.88456)
C (2.35743, -5.18923, -0.16861)
C (1.49874, -4.30649, -1.02682)
C (1.00282, -5.05805, -2.27213)
O (-0.37893, -5.18849, -2.12708)
C (-0.79437, -4.70231, -1.01938)
O (-1.93451, -4.59545, -0.69144)
O (0.22935, -4.20310, -0.37715)
H (2.00231, -6.17726, 0.09242)
H (2.66466, -4.70221, 0.70513)
H (3.25823, -5.12698, -0.73310)
H (2.04945, -3.36890, -1.31388)
H (1.24535, -6.02094, -2.49470)
H (1.59022, -4.37447, -3.15874)
C (2.45407, 0.19298, 7.35752)
C (1.68266, -1.07442, 6.79598)
C (0.16447, -0.86166, 6.68226)
O (-0.02128, -0.59137, 5.30100)
C (1.08466, -0.61881, 4.69385)
O (1.38410, -0.28089, 3.51109)
O (2.02341, -1.18860, 5.42943)
H (2.09408, 0.99249, 7.15362)
H (3.57343, 0.13012, 7.14350)
H (2.14083, 0.32457, 8.41303)
H (2.00000, -1.94510, 7.29321)
H (-0.27840, -0.04150, 7.30369)
H (-0.52613, -1.66004, 6.62794)

Summary:
Charge: +1
Energy: -3406.17157 a.u.
Frontier orbital gap: 9.17 eV
F_max: 11.6 eV Å⁻¹
Energy above the lowest of the compared OMol25 structures with the same formula, charge and spin: 2.8247 eV
Spin multiplicity: 1

---

Entry 2:
Formula: C3H35O15
Source: the OMol25 dataset
Level of theory: the ωB97M-V functional and the def2-TZVPD basis

Geometry (Å):
C (-0.08051, -2.63312, 1.13837)
O (-0.82672, -1.43623, 1.37292)
C (1.29492, -2.17785, 0.59418)
C (2.22037, -3.28645, 0.09654)
H (-0.63380, -3.26140, 0.43085)
H (0.03969, -3.09444, 2.12456)
H (1.71644, -1.66033, 1.46102)
H (1.21297, -1.45778, -0.26334)
H (3.18689, -2.97622, -0.29290)
H (1.84059, -3.70447, -0.84773)
H (2.33557, -4.16418, 0.71493)
H (2.12404, -0.58080, -3.18963)
H (1.12612, -1.47572, -3.69486)
O (2.07570, -1.29211, -3.84506)
H (-1.15407, -2.20411, -2.75473)
H (-0.70980, -1.00168, -1.86420)
O (-0.60469, -1.41682, -2.75863)
H (-0.11557, -1.48030, 3.21150)
H (-0.75503, -0.37547, 3.86260)
O (-0.15020, -1.09973, 4.10336)
H (-3.29692, 2.50484, 0.91465)
H (-2.27406, 3.63524, 0.53664)
O (-2.90035, 3.33855, 1.19776)
H (3.47944, 0.03798, -1.54020)
H (4.34905, 0.08035, -0.29838)
O (4.16919, -0.49936, -1.04730)
H (-2.54455, -1.89377, -0.94765)
H (-1.43176, -1.29617, 0.54831)
O (-2.20218, -1.01945, -0.74270)
H (-1.45336, 1.62624, 2.00762)
H (-2.62044, 0.79291, 2.33898)
O (-1.76688, 1.06345, 2.73293)
H (-1.41885, 3.30976, -2.15979)
H (-0.60551, 3.35117, -0.81524)
O (-0.79468, 3.83474, -1.64711)
H (0.24216, 3.48245, 1.34739)
H (-0.56080, 2.16841, 1.23996)
O (-0.30660, 2.95961, 0.75694)
H (-4.27280, 0.38569, 0.75885)
H (-2.98491, -0.01065, -0.17005)
O (-3.45252, 0.75898, 0.42280)
H (-0.35436, 0.23293, 0.80717)
H (0.98793, -0.01378, 1.42754)
O (0.55545, 0.57263, 0.78656)
H (1.89766, 0.45808, -0.52926)
H (1.23561, 0.79732, -2.11284)
O (1.92206, 0.60534, -1.47860)
H (-2.26541, 0.44840, -2.69946)
H (-1.46096, 1.37969, -3.70244)
O (-1.83433, 1.30476, -2.82285)
H (3.55810, -0.67348, 0.71006)
H (3.47216, -1.43208, 2.08276)
O (3.31432, -0.58901, 1.64885)

Summary:
Charge: -1
Energy: -1263.90456 a.u.
Frontier orbital gap: 9.52 eV
F_max: 3.1 eV Å⁻¹
Energy above the lowest of the compared OMol25 structures with the same formula, charge and spin: 2.1031 eV
Spin multiplicity: 1

---

Entry 3:
Formula: C4H16O4
Source: the OMol25 dataset
Level of theory: the ωB97M-V functional and the def2-TZVPD basis

Geometry (Å):
C (0.32125, 1.26560, 0.40751)
C (-0.66552, 0.27383, -0.33894)
C (-0.28831, -0.05934, -1.72694)
C (-1.15756, -1.17075, -2.39172)
O (1.03092, -0.51977, -1.77008)
H (0.83415, 1.85382, -0.39966)
H (0.84098, 0.81649, 1.27237)
H (-0.45413, 1.93656, 0.88816)
H (-0.82782, -0.59154, 0.38884)
H (-1.73629, 0.62856, -0.46914)
H (-0.31358, 1.01898, -2.31370)
H (-2.19296, -1.57892, -2.08622)
H (-1.23024, -1.07278, -3.43927)
H (-0.45203, -2.07452, -2.39802)
H (1.29933, -1.17796, -0.96419)
H (1.57407, -3.82107, 5.26066)
H (2.79217, -3.15567, 4.57138)
O (1.90470, -3.26478, 4.52570)
H (1.91710, -1.50400, -3.94255)
H (2.25514, -0.23749, -4.60644)
O (2.38442, -1.20234, -4.62469)
H (-2.68390, 4.91253, 3.97111)
H (-2.40912, 4.59803, 5.55965)
O (-2.74277, 4.12653, 4.62618)

Summary:
Charge: -1
Energy: -462.81106 a.u.
Frontier orbital gap (spin up / spin down): 1.70 / 9.85 eV
F_max: 6.1 eV Å⁻¹
Energy above the lowest of the compared OMol25 structures with the same formula, charge and spin: 2.6326 eV
Spin multiplicity: 2

---

Entry 4:
Formula: C19H68N6O15
Source: the OMol25 dataset
Level of theory: the ωB97M-V functional and the def2-TZVPD basis

Geometry (Å):
C (6.22108, -1.73613, 1.60627)
C (4.80008, -2.27213, 1.32727)
O (3.91108, -1.18913, 1.30027)
H (6.59008, -1.05513, 0.86227)
H (6.93408, -2.53713, 1.73027)
H (6.35508, -1.20213, 2.49527)
H (4.33208, -2.96313, 2.05427)
H (4.68308, -2.86213, 0.45427)
H (2.97108, -1.46113, 1.34627)
C (-4.44192, 2.60287, -0.79773)
C (-3.24192, 1.80987, -1.22673)
O (-2.09292, 2.26787, -0.53273)
H (-5.47492, 2.24487, -1.12173)
H (-4.28592, 3.60087, -1.29173)
H (-4.40992, 2.62087, 0.33027)
H (-3.08792, 1.71687, -2.27473)
H (-3.42592, 0.72887, -0.91673)
H (-2.32692, 2.35787, 0.41127)
C (-2.11992, -3.82013, -1.03273)
C (-3.60392, -3.37413, -1.03773)
O (-3.47992, -1.96613, -1.19673)
H (-1.94592, -4.84513, -1.22473)
H (-1.70492, -3.53013, -0.04273)
H (-1.49292, -3.19913, -1.74273)
H (-4.13192, -3.70013, -0.09073)
H (-4.10092, -3.90013, -1.80573)
H (-4.25092, -1.64213, -1.57973)
C (0.26408, 4.63887, 0.88727)
C (0.55008, 5.28487, 2.35327)
O (-0.26892, 4.56387, 3.31127)
H (0.20608, 3.53287, 0.79427)
H (1.11008, 5.01287, 0.28427)
H (-0.67092, 5.01987, 0.33127)
H (0.18608, 6.33887, 2.22927)
H (1.58608, 5.35887, 2.55627)
H (0.07908, 4.69687, 4.15327)
C (2.19508, -0.97513, -2.47873)
O (0.88608, -1.18413, -2.75173)
N (2.57408, -1.19213, -1.31573)
N (3.14708, -0.46713, -3.26273)
H (1.94908, -1.78713, -0.60873)
H (3.56908, -0.94913, -1.09273)
H (2.73708, -0.20513, -4.15173)
H (4.15108, -0.14213, -3.04873)
C (1.31508, -3.28613, 1.04427)
O (1.67108, -4.56513, 1.43227)
N (0.99008, -2.94513, -0.15573)
N (1.31208, -2.23413, 1.79527)
H (1.09608, -3.73213, -0.87173)
H (0.16408, -2.20013, -0.27773)
H (1.65808, -2.37613, 2.72127)
H (1.03208, -1.20413, 1.54227)
C (-0.64592, -0.29213, 0.38227)
O (-1.70192, -0.23913, 1.34727)
N (-0.74192, -0.99013, -0.75373)
N (0.62908, 0.03787, 0.63927)
H (-1.69892, -1.48013, -0.87473)
H (-0.05292, -0.94213, -1.55773)
H (0.84208, 0.74787, 1.33027)
H (1.22308, -0.05513, -0.13773)
C (0.93308, -3.93713, -4.85973)
O (0.09908, -3.70513, -3.82473)
H (0.67108, -4.80313, -5.34473)
H (1.90808, -3.78513, -4.57873)
H (0.87608, -3.15913, -5.68573)
H (0.09208, -2.77513, -3.56773)
C (2.44108, 2.23587, 2.67227)
O (1.06708, 1.77787, 2.76827)
H (2.82208, 2.40487, 3.66127)
H (2.49008, 3.13187, 2.16227)
H (3.16108, 1.50487, 2.34527)
H (0.58708, 2.41887, 3.34627)
C (2.89208, 2.52387, -0.68373)
O (4.22308, 2.74187, -1.02273)
H (2.43008, 1.79987, -1.45173)
H (2.44908, 3.47387, -0.52373)
H (2.99408, 2.06287, 0.32527)
H (4.20808, 3.28887, -1.80273)
C (-2.15992, -0.85313, -4.18073)
O (-1.28092, -0.27213, -5.08473)
H (-2.20192, -0.15013, -3.32073)
H (-1.82192, -1.83713, -3.76773)
H (-3.12492, -1.10313, -4.67073)
H (-1.36992, 0.69087, -5.11773)
C (-0.10592, 1.95087, -2.95273)
O (0.00808, 2.81387, -1.85073)
H (0.80008, 1.82687, -3.51573)
H (-0.90592, 2.19287, -3.61073)
H (-0.42992, 1.00487, -2.48473)
H (-0.80792, 2.76387, -1.26573)
C (-0.51092, -1.05713, 4.18527)
O (-0.94492, -2.25813, 3.61027)
H (-1.20492, -0.89413, 5.05427)
H (-0.45592, -0.27713, 3.46727)
H (0.51508, -1.13113, 4.63027)
H (-0.29892, -2.45713, 2.92927)
C (-2.64492, 2.26687, 2.79227)
O (-2.27692, 3.28587, 1.91627)
H (-3.51592, 1.61187, 2.51027)
H (-2.83892, 2.68387, 3.82527)
H (-1.74092, 1.71587, 2.76427)
H (-1.41892, 3.68587, 2.19527)
C (-4.29692, -1.07513, 2.92627)
O (-3.71492, -2.17813, 2.28227)
H (-4.89692, -1.60013, 3.62627)
H (-4.77292, -0.42713, 2.17627)
H (-3.45692, -0.65413, 3.47727)
H (-2.98792, -1.95513, 1.72227)

Summary:
Energy: -2221.52673 a.u.
Frontier orbital gap: 9.08 eV
F_max: 9.1 eV Å⁻¹
Energy above the lowest of the compared OMol25 structures with the same formula, charge and spin: 1.6145 eV
Spin multiplicity: 1

---

- The lowest energy belongs to which entry?
  C36H62LiN2O25

---

- Which value of spin multiplicity does entry 3 give?
  2